# 1
{
  "formula": "C3H7NOP",
  "method": "ωB97M-V/def2-TZVPD",
  "largest_force_ev_per_a": 3.45,
  "e_above_lowest_kcal_mol": 77.7,
  "total_charge": 1,
  "elements": ["C", "C", "C", "N", "O", "P", "H", "H", "H", "H", "H", "H", "H"],
  "positions_angstrom": [[2.5229, -0.8873, 0.3266], [0.6818, 1.4142, -0.2899], [0.4815, 0.1327, -0.3226], [-2.9082, -0.3886, 0.0552], [1.3174, -0.9636, -0.1511], [3.5841, 0.4093, 0.6214], [2.8685, -1.9321, 0.7427], [1.5713, 2.0029, 0.0891], [-0.2074, 1.9928, -0.5723], [-0.3530, -0.2328, -0.9204], [-2.6013, -1.1490, 0.6676], [-3.4896, -0.6760, -0.8443], [-3.4680, 0.2776, 0.5981]],
  "mulliken_charge": [0.107, -0.762, 0.428, -0.698, -0.183, 0.379, 0.353, 0.055, 0.262, 0.333, 0.233, 0.254, 0.236]
}

***

# 2
{
  "formula": "C22H22N4S2Ta",
  "method": "ωB97M-V/def2-TZVPD",
  "energy_ev": -52325.5833,
  "largest_force_ev_per_a": 1.27,
  "total_charge": 3,
  "elements": ["Ta", "C", "N", "C", "C", "N", "C", "C", "C", "C", "C", "C", "C", "S", "C", "C", "C", "C", "C", "C", "S", "H", "H", "H", "H", "H", "H", "H", "H", "H", "H", "H", "H", "H", "H", "H", "H", "H", "H", "N", "C", "C", "C", "C", "N", "C", "C", "H", "H", "H", "H"],
  "positions_angstrom": [[-0.3269, 0.0720, -0.5788], [-1.9176, -1.0448, 1.8375], [-0.7744, -0.0858, 1.6461], [0.5134, -0.6370, 2.1835], [1.6594, 0.1754, 1.6315], [1.8140, -0.1319, 0.1713], [2.6677, 0.8904, -0.5288], [2.4109, -1.4799, 0.0049], [3.7251, -1.7140, 0.3544], [4.2788, -2.9787, 0.1543], [3.5186, -4.0123, -0.3789], [2.1867, -3.7931, -0.6920], [1.6465, -2.5192, -0.5019], [-0.0071, -2.2349, -0.9405], [-1.0829, 1.2027, 2.3147], [-1.4434, 1.2337, 3.6465], [-1.7662, 2.4505, 4.2467], [-1.7140, 3.6361, 3.5242], [-1.3115, 3.6145, 2.1982], [-1.0054, 2.3894, 1.6029], [-0.5475, 2.3608, -0.0724], [-2.0707, -1.2543, 2.8946], [-1.6967, -1.9815, 1.3314], [-2.8315, -0.5981, 1.4437], [0.5923, -1.6851, 1.8921], [0.5109, -0.5956, 3.2732], [2.5820, -0.0618, 2.1623], [1.4779, 1.2448, 1.7447], [3.6672, 0.9160, -0.0985], [2.2216, 1.8756, -0.4177], [2.7579, 0.6230, -1.5823], [4.3399, -0.9361, 0.7902], [5.3150, -3.1468, 0.4164], [3.9554, -4.9886, -0.5383], [1.5695, -4.5879, -1.0904], [-1.4754, 0.3304, 4.2432], [-2.0637, 2.4616, 5.2869], [-1.9720, 4.5758, 3.9929], [-1.2446, 4.5277, 1.6210], [-4.0370, 0.8401, -7.0425], [-3.4680, 0.7222, -6.0514], [-2.7587, 0.5756, -4.8165], [-3.3288, -0.1347, -3.7568], [-2.6192, -0.2555, -2.5882], [-1.3920, 0.2936, -2.4368], [-0.8407, 0.9821, -3.4629], [-1.4907, 1.1417, -4.6612], [-4.3074, -0.5857, -3.8505], [-3.0335, -0.8056, -1.7480], [0.1439, 1.4145, -3.3098], [-1.0271, 1.6986, -5.4642]],
  "mulliken_charge": [0.849, -0.900, 0.183, -0.710, -0.709, 0.175, -0.902, -0.020, -0.597, -0.921, -0.700, -0.595, 0.924, -0.223, -0.012, -0.599, -0.922, -0.698, -0.595, 0.909, -0.221, 0.394, 0.492, 0.380, 0.643, 0.540, 0.538, 0.645, 0.394, 0.494, 0.380, 0.393, 0.449, 0.454, 0.498, 0.392, 0.450, 0.454, 0.497, -0.234, -0.423, 0.746, -0.599, -0.031, -0.022, -0.031, -0.602, 0.524, 0.473, 0.474, 0.524]
}

***

# 3
{
  "formula": "C28H21Br3N8RhS2",
  "method": "ωB97M-V/def2-TZVPD",
  "largest_force_ev_per_a": 0.45,
  "e_above_lowest_kcal_mol": 0.0,
  "total_charge": 3,
  "elements": ["Rh", "Br", "C", "C", "C", "C", "C", "C", "N", "C", "C", "C", "C", "C", "C", "N", "H", "H", "H", "H", "H", "H", "H", "H", "H", "Br", "C", "C", "C", "N", "C", "C", "C", "C", "C", "Br", "C", "C", "N", "H", "H", "H", "H", "H", "H", "N", "C", "N", "C", "C", "S", "C", "C", "S", "C", "N", "N", "H", "H", "H", "H", "H", "H"],
  "positions_angstrom": [[-0.0921, 0.0117, -0.0486], [-4.4418, -0.1087, 6.2248], [-3.0650, -0.0942, 4.9692], [-3.3288, 0.2274, 3.6461], [-2.2980, 0.2237, 2.7217], [-0.9983, -0.0846, 3.0980], [-0.7393, -0.4029, 4.4366], [-1.7636, -0.4094, 5.3600], [0.0391, -0.0401, 2.0970], [1.2744, -0.0593, 2.4566], [2.3404, 0.0498, 1.4658], [3.6777, 0.1042, 1.8158], [4.6283, 0.2339, 0.8100], [4.2027, 0.3093, -0.5072], [2.8460, 0.2470, -0.7870], [1.9311, 0.1102, 0.1797], [-4.3350, 0.4795, 3.3416], [-2.5073, 0.4875, 1.7000], [0.2410, -0.6764, 4.7981], [-1.5575, -0.6649, 6.3899], [1.5708, -0.1041, 3.4972], [3.9646, 0.0464, 2.8574], [5.6820, 0.2773, 1.0521], [4.9079, 0.4140, -1.3199], [2.4827, 0.2946, -1.8034], [0.0210, 0.9555, -6.6135], [0.0156, 0.6351, -4.7906], [-0.0421, -0.6627, -4.2950], [-0.0514, -0.8522, -2.9278], [0.0028, 0.1700, -2.0661], [0.0601, 1.4373, -2.5371], [0.0664, 1.7009, -3.8904], [0.1034, 2.4918, -1.4911], [0.2509, 3.8364, -1.7614], [0.2442, 4.7481, -0.7040], [0.4392, 6.5581, -1.0339], [0.0857, 4.2735, 0.5952], [-0.0465, 2.9142, 0.7934], [-0.0381, 2.0389, -0.2226], [-0.0846, -1.5140, -4.9597], [-0.1054, -1.8432, -2.5001], [0.1024, 2.7139, -4.2627], [0.3729, 4.1917, -2.7740], [0.0686, 4.9482, 1.4396], [-0.1821, 2.5059, 1.7858], [-3.0997, 1.9502, -0.6559], [-3.1620, 0.6096, -0.6187], [-2.1448, -0.2041, -0.3741], [-2.5673, -1.5386, -0.3561], [-3.8777, -1.7187, -0.5944], [-4.6581, -0.2050, -0.8461], [-1.5421, -2.5382, -0.1037], [-1.6800, -3.8686, 0.0227], [-0.1487, -4.6146, 0.2610], [0.6185, -3.0791, 0.1782], [-0.2228, -2.0691, -0.0066], [1.9534, -2.9845, 0.2879], [-2.2552, 2.4379, -0.4281], [-3.9301, 2.4952, -0.8189], [-4.4322, -2.6410, -0.6500], [-2.5831, -4.4559, -0.0067], [2.5125, -3.8133, 0.4045], [2.4306, -2.1163, 0.1434]],
  "mulliken_charge": [0.869, -0.078, -0.181, -0.740, 0.830, 0.073, -0.949, -0.821, 0.791, -0.004, -0.131, -0.831, -0.676, -0.814, -0.540, 0.889, 0.500, 0.015, 0.386, 0.459, 0.410, 0.568, 0.495, 0.514, 0.525, -0.007, -0.437, -0.710, -0.655, 0.685, 0.639, -0.770, 0.583, -0.774, -0.473, -0.001, -0.606, -0.750, 0.624, 0.515, 0.497, 0.616, 0.596, 0.535, 0.508, -0.199, -0.154, 1.189, -0.793, -0.307, -0.138, -0.714, -0.338, -0.146, 0.131, 1.130, -0.316, -0.002, 0.230, 0.503, 0.498, 0.222, 0.030]
}

***

# 4
{
  "formula": "C3H12NO2",
  "method": "ωB97M-V/def2-TZVPD",
  "largest_force_ev_per_a": 2.66,
  "e_above_lowest_kcal_mol": 41.5,
  "total_charge": 1,
  "elements": ["C", "C", "C", "N", "H", "H", "H", "H", "H", "H", "H", "H", "H", "H", "O", "H", "H", "O"],
  "positions_angstrom": [[-1.8677, 1.0833, 0.9371], [-1.6428, -0.3998, 0.7331], [-0.7168, -1.1312, 1.3588], [0.7123, -0.6679, 1.4124], [-2.5610, 1.1885, 1.7727], [-2.2876, 1.4921, 0.0242], [-0.9601, 1.5598, 1.3182], [-2.3375, -0.7942, -0.0031], [-0.7739, -2.2113, 1.4008], [1.3076, -1.2632, 1.9819], [0.5968, 0.2365, 1.8626], [1.0880, -0.5708, 0.4416], [1.2451, -0.3758, -1.7809], [2.4886, -1.3118, -1.4776], [1.7383, -0.8515, -1.0942], [1.2487, 1.9028, -3.2201], [0.0462, 1.8680, -2.1798], [0.9222, 1.5365, -2.3915]],
  "mulliken_charge": [-0.953, -0.078, -0.499, -0.109, 0.295, 0.305, 0.331, 0.380, 0.331, 0.397, 0.371, 0.276, 0.328, 0.303, -0.668, 0.317, 0.317, -0.644]
}

***

# 5
{
  "formula": "C5H7FO",
  "method": "ωB97M-V/def2-TZVPD",
  "largest_force_ev_per_a": 5.72,
  "e_above_lowest_kcal_mol": 108.6,
  "total_charge": 0,
  "smiles": "C=CO[C@H]1C[C@@H]1F",
  "elements": ["C", "C", "C", "C", "C", "H", "H", "H", "H", "H", "H", "H", "O", "F"],
  "positions_angstrom": [[1.2684, 0.3359, 0.2397], [1.3510, -1.0536, -0.0734], [0.1188, -0.6297, 0.6389], [-1.8384, 0.4858, -0.2670], [-2.7954, 0.6990, -1.3075], [1.1744, 1.0880, -0.6098], [1.0838, -1.3488, -1.0361], [2.3740, -1.4788, 0.4713], [-0.0475, -1.4271, 1.6953], [-1.5876, 1.2365, 0.5049], [-2.9470, -0.3052, -1.8490], [-3.4778, 1.4937, -1.5118], [-0.9237, -0.5091, -0.4098], [2.4656, 0.6433, 1.1366]],
  "mulliken_charge": [0.253, -0.591, -0.219, 0.105, -0.808, 0.304, 0.267, 0.255, 0.265, 0.342, 0.162, 0.329, -0.305, -0.359]
}

***

# 6
{
  "formula": "H2NO4P",
  "method": "ωB97M-V/def2-TZVPD",
  "largest_force_ev_per_a": 5.26,
  "e_above_lowest_kcal_mol": 98.4,
  "total_charge": 0,
  "elements": ["N", "O", "O", "O", "O", "P", "H", "H"],
  "positions_angstrom": [[1.8045, 0.2585, 0.0324], [1.7051, 0.1001, -1.1652], [2.1380, 1.1525, 0.7370], [0.4932, -1.8910, -0.3691], [-0.7060, 0.7096, 0.6635], [0.8174, -1.0131, 0.8166], [0.8812, -1.7134, -1.2364], [-0.4597, 1.2222, 1.4100]],
  "mulliken_charge": [1.017, -0.649, -0.509, -0.330, -0.697, 0.463, 0.402, 0.302]
}

***

# 7
{
  "formula": "C8H9N3S2",
  "method": "ωB97M-V/def2-TZVPD",
  "largest_force_ev_per_a": 5.99,
  "e_above_lowest_kcal_mol": 74.3,
  "total_charge": 0,
  "smiles": "[H]/N=S1#S(=N\\[H])/N=C(c2ccccc2)C\\1",
  "elements": ["C", "C", "C", "C", "C", "C", "C", "C", "N", "N", "N", "S", "S", "H", "H", "H", "H", "H", "H", "H", "H", "H"],
  "positions_angstrom": [[1.9992, 2.2700, -2.0129], [0.9037, 2.6938, -1.3302], [2.2800, 0.8803, -2.0392], [0.2321, 1.8169, -0.4260], [1.5230, -0.0307, -1.3108], [0.4771, 0.4444, -0.4173], [-0.2363, -0.4743, 0.4871], [-1.4611, -0.0693, 1.2842], [0.1243, -1.6769, 0.4526], [-3.5859, -1.7003, 0.7773], [0.3214, -3.0495, 2.5387], [-2.5001, -1.4395, 1.8943], [-0.5917, -2.8909, 1.2848], [2.5336, 2.9659, -2.5664], [0.6385, 3.8338, -1.2780], [3.0608, 0.5338, -2.5192], [-0.5753, 2.1472, 0.2647], [1.7491, -0.9838, -1.3422], [-1.0575, 0.4796, 2.0450], [-2.0966, 0.5827, 0.5071], [-4.3130, -2.3718, 0.8655], [0.5750, -3.9616, 2.8407]],
  "mulliken_charge": [-0.476, -0.585, -0.556, -0.303, -0.690, 0.492, 0.583, -0.700, -0.417, -0.639, -0.576, 0.158, 0.183, 0.436, 0.249, 0.531, 0.298, 0.620, 0.527, 0.386, 0.238, 0.240]
}

***

Question: Number 2 is which compound?
Answer: C22H22N4S2Ta